1.
9
Properties=species:S:1:pos:R:3:mulliken_charge:R:1 method="wB97M-V/def2-TZVPD" smiles=Cn1cno1 relative_energy_kcal_mol=112.25 orbital_gap_ev=9.97
C 1.321 0.239 0.166 0.04
C -1.096 -0.540 0.157 -0.62
N 1.689 1.292 -0.551 -0.42
N 0.064 0.182 -0.260 0.05
O 0.262 1.332 -1.075 -0.20
H 1.960 -0.431 0.663 0.39
H -1.925 0.133 0.019 0.26
H -1.411 -1.460 -0.395 0.23
H -0.865 -0.748 1.276 0.29

---

2.
10
Properties=species:S:1:pos:R:3:mulliken_charge:R:1 method="wB97M-V/def2-TZVPD" smiles=N#CCCO relative_energy_kcal_mol=13.74 orbital_gap_ev=11.79
O -1.696 -0.428 -0.484 -0.52
C -0.750 -0.130 0.514 -0.41
C 0.454 0.671 -0.032 -0.34
C 1.591 -0.187 -0.379 0.21
N 2.478 -0.894 -0.608 -0.39
H -1.332 -1.107 -1.066 0.31
H -1.275 0.481 1.252 0.29
H -0.393 -1.036 1.023 0.31
H 0.799 1.410 0.699 0.29
H 0.125 1.220 -0.920 0.25

---

3.
49
Properties=species:S:1:pos:R:3:mulliken_charge:R:1 method="wB97M-V/def2-TZVPD" spin_multiplicity=2 orbital_gap_ev="9.14 / 4.71"
Br -1.900 1.302 -1.053 -0.08
C -3.283 -3.946 2.010 -0.73
O -2.823 -2.690 2.579 -0.26
C -3.879 -1.629 2.441 -0.63
C -3.355 -0.223 2.804 -0.50
N -2.048 0.079 2.393 -0.14
C -1.458 1.235 3.214 -0.88
C -1.216 0.990 4.681 -0.38
O -0.578 -0.213 4.891 -0.27
C -0.033 -0.206 6.233 -0.87
H -2.492 -4.608 2.362 0.22
H -3.448 -3.799 0.943 0.29
H -4.216 -4.275 2.468 0.30
H -4.704 -1.815 3.129 0.33
H -4.272 -1.497 1.433 0.31
H -3.481 -0.026 3.868 0.32
H -4.018 0.502 2.332 0.39
H -2.083 0.382 1.430 0.01
H -2.080 2.114 3.044 0.40
H -0.521 1.554 2.758 0.40
H -2.000 1.081 5.434 0.38
H -0.492 1.778 4.889 0.41
H 0.955 -0.658 6.142 0.29
H -0.633 -0.690 7.003 0.30
H 0.280 0.761 6.627 0.36
C 4.557 2.923 -0.813 -0.77
O 3.753 1.840 -1.362 -0.27
C 4.323 1.023 -2.408 -0.64
C 3.316 -0.101 -2.787 -0.61
N 1.885 0.410 -3.154 -0.27
C 1.151 -0.776 -3.735 -0.70
C -0.277 -0.297 -4.314 0.01
O -0.238 0.694 -5.341 -0.34
C 0.246 0.196 -6.599 -0.71
H 4.233 3.372 0.126 0.26
H 4.460 3.810 -1.438 0.29
H 5.603 2.630 -0.719 0.29
H 5.319 0.593 -2.304 0.41
H 4.430 1.678 -3.273 0.35
H 3.288 -0.733 -1.900 0.32
H 3.704 -0.612 -3.668 0.39
H 2.011 1.078 -3.901 0.23
H 1.004 -1.486 -2.922 0.43
H 1.531 -1.190 -4.669 0.34
H -0.680 0.224 -3.445 -0.29
H -0.977 -1.100 -4.544 0.44
H 1.264 -0.192 -6.631 0.29
H 0.284 1.077 -7.239 0.27
H -0.414 -0.566 -7.015 0.30

---

4.
43
Properties=species:S:1:pos:R:3:mulliken_charge:R:1 method="wB97M-V/def2-TZVPD" relative_energy_kcal_mol=20.50 charge=-1 orbital_gap_ev=8.65
Ba 0.432 1.290 0.236 1.49
N -1.335 -2.170 2.083 -0.86
N -0.352 -1.946 3.058 0.00
C 0.928 -1.661 2.807 0.86
N 1.756 -1.585 3.872 -0.54
N 1.218 -1.462 1.521 -0.47
N 2.507 -1.194 1.189 0.79
O 3.458 -1.577 1.853 -0.72
O 2.637 -0.582 0.131 -0.44
H -0.912 -2.716 1.342 0.31
H -1.608 -1.268 1.682 0.53
H -0.622 -2.177 3.998 0.17
H 1.336 -1.220 4.712 0.25
H 2.692 -1.262 3.678 0.25
O -2.755 2.085 -3.096 -0.54
P -1.527 2.123 -2.071 0.61
O -0.733 3.361 -2.172 -0.66
O -0.798 0.805 -2.062 -0.63
O -2.282 2.212 -0.593 -0.27
P -3.019 1.040 0.263 0.78
O -3.701 0.130 -0.911 -0.56
O -4.092 1.593 1.106 -0.75
O -1.876 0.255 0.868 -0.53
H -3.226 1.249 -2.971 0.37
H -4.652 0.225 -0.779 0.29
C 2.998 0.215 -3.254 -1.04
As 2.998 1.779 -2.083 0.46
C 4.870 1.691 -1.530 -1.15
C 3.101 3.163 -3.457 -1.17
H 3.803 0.277 -3.988 0.37
H 2.036 0.164 -3.763 0.33
H 3.121 -0.685 -2.653 0.33
H 5.526 1.591 -2.396 0.37
H 5.003 0.840 -0.863 0.30
H 5.121 2.597 -0.978 0.36
H 3.892 2.936 -4.173 0.36
H 3.302 4.123 -2.981 0.34
H 2.141 3.231 -3.964 0.32
F 1.085 3.266 2.102 -0.39
B 2.007 2.405 2.749 0.36
F 3.076 2.154 1.877 -0.31
F 2.428 2.911 3.955 -0.31
F 1.315 1.154 2.926 -0.28

---

5.
35
Properties=species:S:1:pos:R:3:mulliken_charge:R:1 method="wB97M-V/def2-TZVPD" smiles="CCC[C@@]1([PH2]=O)OC(=O)O[C@@]1(CCC(N)=O)[PH2]=S" orbital_gap_ev=8.81
C -1.148 1.140 3.788 -0.86
C -0.558 1.568 2.283 -0.31
C -0.313 0.271 1.311 -0.72
C -0.631 0.524 -0.278 0.86
P -2.080 -0.683 -0.597 0.08
O -2.025 -1.442 -1.983 -0.67
O -1.250 1.829 -0.686 -0.38
C -1.161 1.702 -2.179 0.31
O -2.051 2.356 -2.960 -0.53
O -0.049 0.784 -2.595 -0.25
C 0.644 0.575 -1.310 0.41
C 1.848 -0.532 -1.192 -0.99
C 1.442 -2.053 -1.653 -0.32
C 1.248 -3.035 -0.319 0.28
N -0.177 -3.577 -0.080 -0.60
O 2.276 -3.374 0.500 -0.54
P 1.663 2.231 -1.186 0.12
S 2.600 2.600 -2.872 -0.35
H -2.097 1.785 4.035 0.25
H -1.470 0.004 3.802 0.28
H -0.348 1.390 4.637 0.25
H -1.305 2.368 1.869 0.28
H 0.472 2.118 2.504 0.28
H 0.844 -0.003 1.409 0.11
H -0.887 -0.648 1.784 0.31
H -3.297 0.139 -0.639 0.15
H -2.306 -1.645 0.463 0.18
H 2.310 -0.540 -0.112 0.40
H 2.726 -0.164 -1.912 0.43
H 0.535 -2.125 -2.389 0.30
H 2.392 -2.501 -2.220 0.33
H -0.728 -3.463 -0.960 0.37
H -0.559 -2.970 0.700 0.27
H 0.843 3.376 -0.886 0.14
H 2.597 1.996 -0.078 0.13

---

6.
40
Properties=species:S:1:pos:R:3:mulliken_charge:R:1 method="wB97M-V/def2-TZVPD" relative_energy_kcal_mol=258.35 orbital_gap_ev=7.81
C -1.661 -2.693 1.577 -1.68
C -0.662 -1.949 0.571 0.38
C 0.625 -2.115 0.173 -1.46
C 0.920 -1.235 -0.756 1.10
C -0.199 -0.536 -1.053 -0.16
N -1.284 -0.892 -0.046 0.52
C -2.584 -0.330 0.202 -0.31
C -3.337 -0.033 -1.201 -0.54
C -4.612 0.562 -1.048 -1.04
C -4.929 0.923 0.287 0.63
C -4.228 1.030 1.436 -1.00
C -3.030 0.340 1.179 0.43
H -2.256 -0.043 2.025 0.10
H -4.499 1.272 2.411 0.44
F -6.191 1.528 0.296 -0.34
H -5.280 0.628 -1.678 0.71
H -2.944 -0.574 -1.987 0.56
C -0.366 0.820 -1.638 -1.18
H -0.652 0.763 -2.763 0.28
H -0.981 1.667 -1.110 0.23
H 0.623 1.265 -1.978 0.33
C 2.037 -0.938 -1.214 0.96
O 2.335 -0.200 -2.275 -0.77
C 3.249 -1.758 -0.584 -0.63
H 4.242 -1.326 -1.469 0.36
H 3.249 -2.859 -0.882 0.37
S 3.448 -1.707 1.040 -0.20
C 3.571 0.369 0.975 0.34
N 3.110 0.943 2.121 -0.68
N 3.456 2.191 1.598 0.01
C 3.906 2.244 0.210 0.29
N 3.943 0.845 -0.216 -0.30
N 4.324 3.232 -0.475 -0.40
H 3.810 3.944 -0.348 0.24
H 4.386 2.890 -1.464 0.32
H 3.323 3.237 2.151 0.28
H 1.084 -3.024 0.369 0.63
H -1.712 -2.241 2.760 0.22
H -2.755 -2.648 1.139 0.24
H -1.480 -3.591 1.666 0.73

---

7.
15
Properties=species:S:1:pos:R:3:mulliken_charge:R:1 method="wB97M-V/def2-TZVPD" smiles="O=CC1(O)CCC1" relative_energy_kcal_mol=31.34 orbital_gap_ev=10.39
C -1.122 0.308 0.160 -1.02
C -0.990 -0.782 -0.927 -0.31
C 0.434 -1.093 -0.420 -1.10
C 0.398 0.159 0.482 1.39
O 0.762 -0.128 1.813 -0.58
C 1.230 1.307 -0.054 -0.31
O 1.259 1.626 -1.218 -0.48
H 0.387 0.553 2.386 0.35
H -1.722 -0.009 1.019 0.34
H -1.459 1.291 -0.182 0.26
H -1.011 -0.383 -1.944 0.22
H -1.707 -1.604 -0.876 0.30
H 0.492 -1.982 0.214 0.32
H 1.226 -1.113 -1.172 0.29
H 1.824 1.850 0.718 0.34

---

8.
47
Properties=species:S:1:pos:R:3:mulliken_charge:R:1 method="wB97M-V/def2-TZVPD" smiles="Cc1nnc(NC(=O)CSc2nnc([C@@H](C)NC(=O)c3ccccc3F)n2C)s1" orbital_gap_ev=8.98
C 2.287 -6.219 4.672 -0.99
C 1.747 -5.234 3.711 0.61
N 2.467 -4.454 2.989 -0.53
N 1.778 -3.646 2.193 -0.32
C 0.501 -3.801 2.298 0.29
N -0.408 -3.081 1.577 0.04
C -1.747 -3.227 1.756 0.75
O -2.236 -4.017 2.533 -0.65
C -2.582 -2.310 0.882 -0.84
H -3.622 -2.630 0.919 0.43
H -2.212 -2.286 -0.142 0.40
S -2.584 -0.593 1.501 -0.23
C -1.111 -0.018 0.780 0.48
N -0.208 -0.755 0.178 -0.26
N 0.767 0.062 -0.241 -0.94
C 0.461 1.279 0.109 0.20
N -0.743 1.291 0.763 0.19
C -1.468 2.409 1.299 -0.79
H -1.038 2.718 2.254 0.28
H -1.428 3.239 0.591 0.32
H -2.503 2.110 1.457 0.34
C 1.287 2.487 -0.200 0.21
N 1.098 2.860 -1.592 -0.12
C 0.100 3.678 -1.977 0.59
O -0.699 4.149 -1.182 -0.76
C 0.003 3.983 -3.436 0.10
C 1.053 3.920 -4.348 0.63
C 0.887 4.250 -5.680 -0.67
C -0.358 4.652 -6.130 -0.29
C -1.420 4.733 -5.244 -0.71
C -1.235 4.409 -3.915 -0.36
H -2.047 4.479 -3.206 0.42
H -2.390 5.053 -5.590 0.40
H -0.493 4.908 -7.170 0.39
H 1.736 4.190 -6.344 0.45
F 2.290 3.545 -3.948 -0.33
H 1.691 2.396 -2.260 0.30
C 2.761 2.203 0.059 -1.77
H 2.926 2.017 1.116 0.39
H 3.363 3.055 -0.249 0.44
H 3.066 1.320 -0.496 0.41
H 0.934 3.329 0.406 0.49
H -0.056 -2.354 0.929 0.29
S 0.015 -5.023 3.455 -0.12
H 1.951 -7.222 4.413 0.29
H 3.373 -6.182 4.650 0.28
H 1.937 -5.994 5.679 0.28